Here is a gas-phase ion, C3H9NO4P (charge -1) in a non-equilibrium geometry from the OMol25 dataset. Energies are from ωB97M-V with the def2-TZVPD basis set.

Structure (SMILES): CN(CO)C[P@](=O)([O-])O
Net charge: -1
Energy above the lowest of the compared OMol25 structures with the same formula, charge and spin: 2.024 eV
LUMO level: 3.80 eV

Element x y z (Å)
H 1.1143 0.7980 -1.6953
H 1.8129 -1.1595 0.5882
C -0.7839 0.9903 0.3487
H -2.6049 -1.7830 1.0831
H 2.3884 0.3696 -0.6330
O -3.4922 0.8742 -0.3437
H -1.0200 1.1248 1.3614
P -2.3092 -0.0237 -0.2019
N 0.6895 0.4535 0.3586
H 1.6783 2.1054 -0.5871
C 1.4924 0.9895 -0.6867
O -2.0394 -1.0718 -1.2770
H -0.6157 -1.5102 -0.8586
H -0.6018 1.9437 -0.0831
H 0.3490 -1.2939 1.4020
C 0.7258 -1.0480 0.4674
O -2.4281 -0.8460 1.2028
O 0.3291 -1.8147 -0.6291

Here is a molecular structure, C8H17CuNO8 in a non-equilibrium geometry from the OMol25 dataset. Energies are from ωB97M-V with the def2-TZVPD basis set.

Multiplicity: 3
Expectation value of S²: 2.014
Net charge: +1
LUMO level (alpha / beta): -2.53 / -7.68 eV

Element x y z (Å)
C 1.6801 -1.5294 -0.7729
H -1.7531 3.2850 -2.1654
H -4.6098 -0.0852 0.3592
H 1.6975 -2.2070 -1.6265
Cu -0.4177 0.3478 0.6209
H 0.8786 -2.3695 3.4116
C -2.0093 2.2934 -1.7924
H 1.6499 -0.9307 3.6445
H 0.7160 2.8445 3.4145
O -0.7849 1.5089 -1.5025
H 2.5751 -2.2663 2.9031
H 1.8210 0.6819 -2.3165
H 0.1042 1.7647 -3.4359
O 1.1773 1.9078 0.9873
C -0.2293 0.9729 -2.7650
C -2.8479 -0.6539 0.6164
C 1.6197 -1.7417 2.9170
O -4.1455 -0.9245 0.3197
O 1.4132 3.1128 2.8115
O -1.8207 -1.3470 0.5033
H -0.9560 0.3488 -3.2849
O -2.5903 0.5079 1.0158
H 2.2620 -2.9112 0.7867
H 2.6709 -1.0825 -0.8543
O 1.2805 -1.3179 1.6143
H -0.0680 -1.4241 -1.4073
C 1.4303 -2.2387 0.5769
C 0.9409 0.0445 -2.4020
H 1.0448 -0.6234 -3.2572
H -2.6247 1.7795 -2.5309
H 0.5487 -2.8595 0.7367
N 0.5995 -0.7094 -1.1550
H -2.5120 2.4925 -0.8459
C 1.0374 2.0544 2.1911
O 0.2216 1.2747 2.6840

Here is a molecular structure, C40H93AlClFI2NO10Si in a non-equilibrium geometry from the OMol25 dataset. Energies are from ωB97M-V with the def2-TZVPD basis set.

Net charge: -1
LUMO level: 1.85 eV

Element x y z (Å)
H -2.6296 -7.7022 -3.8785
O -4.9916 5.7805 3.1221
H 6.8731 5.6075 0.2952
H 4.5952 7.2971 -2.6333
C 3.0663 2.7226 0.1712
H 1.4025 -5.8493 -2.6676
C 1.8385 1.8491 -0.5464
H 2.6121 3.4402 2.3333
H -4.5975 -8.9024 -3.1426
H 1.7597 -1.6001 2.2722
H -2.2338 -0.9642 -1.6239
H -3.5785 4.0088 2.8217
H -2.1323 2.5323 -5.8157
H -1.2810 1.4331 -3.2367
C -5.3740 -4.6203 -4.3448
C 7.8217 5.9004 0.7593
H -1.8198 -4.7316 2.8033
C -4.0818 -1.3000 -0.3029
H 3.3606 -7.7151 -3.5496
O -0.2781 -0.6226 -0.2627
H -5.8149 5.9784 5.6415
O -0.5651 1.6952 -3.8390
H 5.1932 -2.6918 1.5732
H -4.8038 -3.7042 -4.1537
H -2.7697 0.8906 4.5095
H -2.8858 -10.6672 -1.5490
H 3.6337 1.9216 7.0129
H 9.2840 5.1190 2.1311
O -4.3406 -9.7366 -3.5694
H 7.1642 5.5055 3.4252
C 7.3234 4.5916 2.8443
C 4.9174 -1.5798 1.3043
H -4.2920 2.1577 -0.1405
Al 0.9882 0.4503 0.7040
C -6.7379 -4.3292 -2.2559
N 4.4045 2.5443 -0.1063
H 2.9111 -1.1124 6.6064
H 7.6774 6.8534 1.2776
H -1.8756 3.5205 3.5229
H 3.1142 -7.6141 -1.0740
H 5.2726 1.8322 6.3817
H -2.6872 -8.6616 -5.3512
C 2.6827 -0.3979 5.8094
H -1.4862 -0.7981 -4.1500
H -6.3556 -6.1958 -3.2562
C 3.3811 -1.5324 0.6559
O 8.5084 3.6090 0.9980
H 1.0370 2.6351 -0.9248
H 3.5086 5.1948 -0.9058
H 0.1113 -4.7055 2.3858
H 8.5389 6.0492 -0.0550
H 1.5755 5.0417 -2.3530
C -1.0049 -4.6628 1.9672
H 0.8898 6.5909 -2.8956
H -5.8476 5.5121 2.7492
H -4.7103 -5.2963 -4.8944
H 2.8612 1.9215 4.7199
H 3.3704 -4.6491 -3.4034
C -2.9183 -9.8252 -3.5419
C 1.3982 6.0851 -2.0688
C -2.4418 -9.8300 -2.0981
H -7.0471 -4.7977 -1.3154
H 6.3572 4.2524 2.4541
C -5.6783 8.0718 2.8834
C -0.7107 -0.4784 -4.8553
H 3.3778 -1.1113 -0.4424
C -2.3259 -8.6594 -4.3173
I -1.2765 -3.8255 -1.1872
H -4.0410 -2.4209 -0.6990
H 2.9456 -0.1508 2.4969
H 4.6815 0.5610 7.4770
H -2.9268 1.1957 -4.9944
C -2.5600 3.4727 2.5741
H 3.9130 5.7852 -3.2172
H -4.2130 -4.7586 -2.0575
C 8.3141 4.8254 1.7150
H -2.9318 0.6256 -0.9222
H -4.6180 1.3800 4.1680
H -6.6269 7.7790 2.4193
H -7.6333 -4.0734 -2.8309
C -1.5029 0.8674 1.2921
H -2.2795 0.9598 -6.6345
C -5.1859 6.9969 3.8391
H 2.3276 -0.9514 4.9336
H -6.3358 7.6769 5.5494
C -0.7663 1.0241 -5.0802
C 2.3405 -0.7545 1.6753
H -5.8226 9.0249 3.4018
Cl 2.8385 -3.3400 0.5646
H 3.2504 -5.8613 -1.1056
H -6.2285 -4.3732 -4.9825
H 4.4952 1.7737 -0.8298
C -6.1766 6.7631 4.9685
H -4.9611 8.2206 2.0691
F -5.1517 -0.6408 -1.1369
C -2.6831 -0.5027 -0.6179
C -4.6018 1.8114 0.9572
H 2.4967 7.8083 -1.3944
H -7.1428 6.4239 4.5783
O 3.5696 1.3375 4.4020
H 7.6851 3.8070 3.5173
C -5.8284 -5.2597 -3.0424
H -1.3230 1.5820 0.3522
C 2.7031 6.7825 -1.7188
C -1.2284 -3.3610 0.9404
H -3.9233 -0.2958 3.5287
C -1.5450 -0.6083 0.5445
H 4.9832 -0.9424 2.3062
C 3.6558 6.8032 -2.9034
I -1.1799 -1.8631 3.6930
H -1.2325 -8.7075 -4.3281
H 2.3121 1.3749 -1.5246
Si -3.0579 1.6313 2.0929
C -1.3539 -1.9415 1.4650
H 0.2514 -0.7668 -4.4186
C 3.6741 -5.6063 -3.8422
O 3.3217 6.1066 -0.6270
H 4.6481 -6.8601 -1.5674
C 3.5582 -6.7769 -1.6230
C 4.4016 1.2268 6.6546
H -1.3519 -9.9133 -2.0425
H 0.7274 6.0669 -1.2033
H -6.2160 -3.4028 -1.9907
H 1.5981 4.3044 0.9224
H 1.8539 0.2393 6.1377
C 3.9031 0.4368 5.4551
H 0.0451 1.3262 -5.7514
H 7.6524 3.3406 0.6250
O 1.6594 -6.6835 -3.0943
H 4.7016 -0.2165 5.0868
H -5.3196 0.8847 0.9396
C -3.6577 0.8265 3.7341
H -2.6394 -10.7682 -4.0247
H 3.3884 4.8376 1.2004
C 3.0817 -6.7721 -3.0668
H 5.6828 -1.0904 0.5569
H -2.0755 4.0402 1.6636
H -2.7496 -8.9144 -1.5807
H -1.1170 -5.6616 1.3232
O -0.2266 1.0756 2.0549
C -2.1020 1.4472 -5.6708
C 2.6690 3.8983 1.2547
H -4.3580 -1.3046 0.8493
H -5.2379 2.7168 1.3928
H -4.2160 7.2905 4.2553
H 4.7675 -5.6544 -3.8531
H -0.8466 -1.0235 -5.7946
H 3.3128 -5.6085 -4.8761
H 3.2150 7.3304 -3.7552
O -4.6874 -5.5839 -2.2522

Here is a single C5H7NO molecule from the OMol25 dataset. Energies are from ωB97M-V with the def2-TZVPD basis set.

Structure (SMILES): C#CCCNC=O
Energy above the lowest of the compared OMol25 structures with the same formula, charge and spin: 1.689 eV
LUMO level: 0.88 eV

Element x y z (Å)
C -2.2437 -1.7136 -0.3491
H 0.7182 1.4930 0.9402
H 0.1754 0.0518 1.8264
C -1.7487 -0.6433 -0.1012
H -1.7642 1.2379 0.8454
C 2.1438 0.3123 -0.7281
C -1.1169 0.6494 0.1840
H -2.7050 -2.6496 -0.5770
H 1.0055 -1.2638 -0.0829
H 2.7376 -0.4217 -1.3038
H -1.0113 1.2128 -0.7502
C 0.2669 0.5041 0.8332
O 2.3577 1.5081 -0.7708
N 1.1849 -0.2774 0.0340